{"formula": "C15H30B2F2NO11Si", "method": "the ωB97M-V functional and the def2-TZVPD basis", "total_charge": -1, "max_force_ev_per_a": 2.24, "total_energy_ev": -54727.744, "spin_multiplicity": 1, "e_homo_ev": -4.6, "species": ["C", "C", "O", "N", "C", "B", "O", "C", "C", "O", "Si", "C", "C", "C", "C", "B", "O", "O", "H", "H", "H", "H", "H", "H", "H", "H", "H", "H", "H", "H", "H", "H", "H", "H", "H", "H", "H", "H", "H", "H", "H", "H", "C", "C", "O", "C", "O", "O", "F", "H", "H", "H", "C", "C", "O", "C", "O", "O", "F", "H", "H", "H"], "positions_angstrom": [[1.33760, 1.67835, 4.98189], [0.42154, 2.75318, 4.44292], [-0.19328, 3.39403, 5.23432], [0.31746, 3.00215, 3.06992], [1.63069, 3.19580, 2.44804], [-0.56996, 1.93570, 2.32532], [-1.62237, 1.47887, 3.30237], [0.23299, 0.54284, 1.92960], [-0.66851, -0.46557, 1.29037], [0.13912, -1.58344, 0.77534], [-0.45723, -3.08753, 1.13408], [0.26686, -4.27704, -0.15600], [-2.32659, -3.22982, 0.98832], [0.17085, -3.65604, 2.82494], [-1.34221, 2.57819, 0.99859], [-1.37077, 4.11642, 0.99509], [-0.35266, 4.80233, 0.31834], [-2.35078, 4.90260, 1.59340], [2.04837, 2.10683, 5.67181], [0.77229, 0.91819, 5.49199], [1.90613, 1.17657, 4.20874], [2.43015, 2.59432, 2.87832], [1.89330, 4.25047, 2.49593], [1.54638, 2.97900, 1.39249], [-2.15531, 2.25462, 3.51870], [0.56506, 0.08418, 2.85629], [1.05303, 0.68986, 1.23397], [-1.41312, -0.79449, 2.00791], [-1.17687, -0.05247, 0.42726], [1.24538, -4.65084, 0.11200], [-0.42550, -5.11259, -0.20060], [0.26014, -3.84718, -1.14784], [-2.69575, -2.87632, 0.03365], [-2.78482, -2.59141, 1.73054], [-2.65047, -4.25626, 1.10420], [0.83062, -4.50348, 2.69365], [0.69873, -2.87744, 3.35072], [-0.67904, -3.98397, 3.41556], [-2.36166, 2.20190, 1.02420], [-0.92947, 2.22713, 0.06216], [-0.12632, 5.60546, 0.80668], [-2.55672, 5.63289, 0.99773], [1.93474, 0.15078, -1.41475], [2.35265, 0.39105, -2.84288], [1.12420, 0.67957, -3.48061], [0.29933, 1.23249, -2.52243], [-0.70105, 1.81176, -2.76940], [0.80221, 1.01266, -1.28936], [2.89247, -0.72376, -3.41088], [1.62373, -0.88054, -1.23794], [2.70463, 0.41593, -0.69473], [3.03758, 1.22897, -2.98214], [-0.71884, -1.19550, -5.79046], [-0.10817, -2.53127, -5.45276], [-0.43971, -3.31569, -6.58891], [-0.54163, -2.46060, -7.64979], [-0.55196, -2.79658, -8.78606], [-0.61898, -1.17658, -7.22183], [-0.67345, -3.08408, -4.35309], [-1.76832, -1.13943, -5.49938], [-0.18232, -0.36047, -5.34834], [0.97565, -2.51471, -5.32718]], "atomic_forces_ev_per_a": [[0.69, -0.30, -0.63], [0.55, -0.32, -0.86], [-1.26, 1.03, 1.54], [0.82, -0.33, -0.40], [-0.73, 0.37, -0.10], [-0.99, -0.81, 0.14], [0.22, 0.31, -0.06], [-0.63, 0.36, 0.19], [0.64, 0.24, -0.37], [-0.85, -0.45, 0.17], [0.87, -0.28, -0.63], [-0.64, 0.31, 0.51], [0.47, 0.43, 0.07], [-0.72, -0.03, -0.51], [-0.25, 0.44, 0.05], [0.51, -0.27, -0.19], [0.30, 0.23, 0.21], [-0.46, -0.04, -0.13], [0.14, 0.22, 0.38], [-0.47, -0.12, 0.27], [0.08, -0.12, -0.18], [0.20, -0.11, 0.02], [0.36, 0.21, 0.20], [0.04, -0.21, -0.34], [0.04, -0.19, 0.09], [0.53, -0.08, 0.18], [0.43, 0.14, 0.09], [-0.16, -0.20, 0.14], [-0.25, 0.12, -0.17], [0.32, -0.03, -0.07], [-0.03, -0.40, 0.02], [0.20, 0.22, -0.30], [0.07, 0.08, -0.38], [-0.33, -0.02, 0.37], [-0.09, -0.26, 0.21], [0.23, -0.24, 0.00], [0.13, 0.34, 0.19], [-0.07, -0.06, 0.34], [-0.24, -0.21, 0.13], [0.37, -0.02, -0.29], [-0.17, -0.03, -0.26], [0.16, 0.12, 0.35], [0.15, -0.11, 0.37], [-0.20, -0.27, -0.05], [0.17, 0.27, 0.12], [-0.18, -0.06, 0.36], [-0.02, -0.10, -0.16], [0.04, 0.06, -0.49], [0.00, 0.03, -0.10], [0.01, -0.01, -0.08], [-0.15, 0.17, 0.08], [0.11, -0.09, -0.10], [0.06, 0.47, 0.09], [-0.32, -0.16, 0.09], [0.31, 0.28, -0.13], [-0.11, 0.05, -0.06], [-0.05, -0.04, 0.02], [0.05, -0.29, 0.11], [0.03, -0.06, -0.04], [0.00, -0.18, 0.07], [0.06, 0.05, -0.20], [-0.01, -0.05, 0.12]]}


{"formula": "C26H35AsIN4OPdSSi", "method": "the ωB97M-V functional and the def2-TZVPD basis", "total_charge": -1, "max_force_ev_per_a": 0.84, "total_energy_ev": -126672.117, "e_above_lowest_kcal_mol": 27.9, "spin_multiplicity": 1, "e_homo_ev": -3.4, "species": ["Pd", "C", "N", "C", "C", "N", "C", "S", "C", "C", "C", "C", "C", "N", "H", "H", "H", "H", "H", "H", "H", "H", "H", "C", "Si", "C", "C", "O", "H", "H", "H", "H", "H", "H", "H", "H", "H", "I", "C", "C", "C", "C", "N", "C", "H", "H", "H", "H", "C", "As", "C", "C", "C", "C", "C", "C", "C", "C", "H", "H", "H", "H", "H", "H", "H", "H", "H", "H", "H", "H", "H"], "positions_angstrom": [[-0.81242, -0.86276, -0.56193], [5.60160, -0.58915, -0.79200], [4.62009, -1.61500, -0.53740], [4.88175, -2.90620, -0.11157], [3.69813, -3.50999, 0.05817], [2.70440, -2.59841, -0.27717], [3.27032, -1.40491, -0.65742], [2.57698, 0.04629, -1.06508], [1.31383, -2.94203, -0.22516], [0.88019, -3.69664, 0.84314], [-0.45830, -4.11531, 0.84510], [-1.27203, -3.74010, -0.18774], [-0.74515, -2.94284, -1.23146], [0.57049, -2.58340, -1.27166], [6.58663, -1.05168, -0.82682], [5.57823, 0.17387, -0.01187], [5.37808, -0.09839, -1.73768], [5.88140, -3.27331, 0.03364], [3.45882, -4.51324, 0.35674], [1.55014, -3.93822, 1.65688], [-0.84119, -4.70771, 1.66709], [-2.31356, -4.01547, -0.22699], [-1.32544, -2.76860, -2.13013], [-4.08400, -2.33457, 1.94093], [-4.40690, -1.85762, 0.12171], [-5.89731, -0.67194, 0.24913], [-5.16278, -3.41380, -0.68094], [-3.15200, -1.30792, -0.65364], [-5.00631, -2.57473, 2.47980], [-3.59652, -1.50015, 2.45584], [-3.41573, -3.19574, 2.01865], [-6.79140, -1.19770, 0.59876], [-6.12600, -0.24097, -0.73152], [-5.70390, 0.14758, 0.94705], [-6.01811, -3.81490, -0.12897], [-4.41218, -4.20705, -0.75856], [-5.49369, -3.18083, -1.69770], [-3.93108, 1.87089, -2.89960], [-2.92162, 1.68932, -1.08515], [-3.61563, 1.68555, 0.10464], [-2.90444, 1.48639, 1.27816], [-1.53542, 1.30872, 1.20963], [-0.85348, 1.34861, 0.05704], [-1.54085, 1.53533, -1.08065], [-4.68916, 1.80508, 0.11869], [-3.41409, 1.45708, 2.23240], [-0.94106, 1.14166, 2.10048], [-0.96436, 1.60158, -1.99613], [0.20110, 4.49226, 1.42071], [1.76474, 3.32512, 1.17347], [1.83720, 3.45261, -0.77213], [3.18968, 4.67856, 1.60123], [3.08600, 5.99956, 0.91376], [2.38534, 7.06050, 1.48910], [2.26698, 8.28029, 0.83908], [2.85115, 8.47075, -0.40514], [3.55588, 7.42677, -0.98942], [3.67099, 6.20846, -0.33643], [0.31563, 5.43248, 0.88028], [0.04864, 4.70381, 2.47988], [-0.67585, 3.96794, 1.04302], [1.64108, 4.46875, -1.11392], [1.08121, 2.76824, -1.15617], [2.80915, 3.11573, -1.12883], [4.12915, 4.18352, 1.34962], [3.16666, 4.80335, 2.68506], [1.92551, 6.92181, 2.46089], [1.71550, 9.08682, 1.30657], [2.75971, 9.42163, -0.91407], [4.01760, 7.56084, -1.95983], [4.22047, 5.39894, -0.80198]], "atomic_forces_ev_per_a": [[-0.38, -0.71, -0.24], [0.00, 0.02, 0.01], [0.03, -0.07, -0.14], [0.08, 0.19, 0.08], [-0.17, -0.03, -0.06], [0.04, -0.08, -0.16], [0.11, -0.06, 0.30], [-0.07, 0.10, -0.07], [0.03, -0.09, 0.18], [0.10, 0.02, 0.04], [-0.07, -0.01, -0.03], [-0.01, -0.11, 0.04], [0.18, 0.67, 0.27], [0.07, 0.04, -0.18], [0.00, -0.01, 0.00], [-0.02, -0.02, 0.00], [0.01, -0.02, -0.02], [0.01, 0.01, -0.02], [-0.02, -0.01, -0.03], [0.00, 0.01, 0.00], [-0.01, 0.00, -0.01], [-0.03, 0.00, 0.03], [0.04, -0.08, -0.04], [0.05, 0.05, -0.08], [-0.26, -0.18, 0.22], [0.02, 0.03, -0.08], [0.12, 0.03, -0.03], [0.07, 0.20, -0.05], [-0.02, 0.01, -0.03], [0.00, -0.01, 0.00], [0.04, -0.02, 0.00], [0.02, -0.04, 0.01], [0.01, 0.04, 0.03], [-0.06, -0.06, 0.01], [0.00, 0.03, 0.03], [-0.06, -0.02, -0.02], [0.00, -0.01, 0.01], [0.05, -0.01, 0.07], [-0.01, 0.14, -0.10], [-0.01, 0.04, -0.05], [0.01, 0.08, 0.12], [-0.08, -0.05, -0.10], [0.16, 0.19, -0.01], [-0.03, -0.15, 0.10], [0.04, 0.03, -0.02], [0.01, -0.02, 0.00], [0.01, -0.02, 0.00], [0.01, -0.02, 0.01], [0.03, 0.05, -0.03], [-0.02, 0.02, 0.11], [-0.05, -0.03, -0.03], [-0.06, 0.02, -0.05], [0.05, 0.00, 0.01], [0.00, -0.02, -0.02], [0.00, 0.01, 0.00], [0.01, -0.03, 0.00], [-0.02, -0.01, 0.02], [-0.02, 0.01, 0.01], [0.00, -0.01, -0.01], [0.01, -0.02, 0.01], [0.01, -0.02, 0.00], [-0.01, 0.00, -0.02], [0.02, 0.03, -0.01], [0.02, -0.02, 0.00], [0.00, -0.01, 0.00], [-0.02, -0.01, 0.01], [0.00, 0.00, 0.00], [0.00, 0.00, 0.01], [0.00, 0.00, 0.00], [0.00, 0.00, 0.00], [0.01, -0.01, 0.00]]}


{"formula": "C11H18Br2N3O2", "method": "the ωB97M-V functional and the def2-TZVPD basis", "total_charge": 1, "max_force_ev_per_a": 7.69, "total_energy_ev": -160338.282, "e_above_lowest_kcal_mol": 123.4, "spin_multiplicity": 1, "e_homo_ev": -11.9, "species": ["C", "N", "C", "C", "O", "C", "C", "N", "C", "C", "C", "C", "O", "N", "H", "H", "H", "H", "H", "H", "H", "H", "H", "H", "H", "H", "H", "H", "Br", "C", "C", "Br", "H", "H", "H", "H"], "positions_angstrom": [[-1.15870, -0.35459, -1.50874], [0.18637, 0.29285, -1.42626], [1.04895, 0.01558, -2.62119], [0.11334, 1.72764, -1.08985], [-0.62488, 2.57361, -1.68532], [1.06919, 2.22030, 0.13933], [1.31079, 0.88187, 1.03990], [0.31510, -0.00639, 1.60650], [1.08616, -1.08334, 2.28733], [2.56430, -0.72837, 2.04709], [3.93649, -1.44952, 2.44878], [4.88909, -1.38593, 1.12878], [4.38376, -1.63893, -0.01589], [2.68912, 0.50832, 1.27087], [-1.02528, -1.38738, -1.98327], [-1.58220, -0.54682, -0.44169], [-1.94084, 0.25837, -2.08044], [1.70193, 0.89423, -2.95503], [0.42750, -0.38345, -3.49883], [1.78029, -0.83109, -2.30295], [2.09791, 2.55676, -0.24677], [0.56646, 2.99891, 0.80835], [-0.71326, 0.06865, 1.53335], [0.70898, -2.00660, 2.83860], [4.43606, -0.91111, 3.32604], [3.71329, -2.54699, 2.69193], [5.99211, -1.07877, 1.14227], [3.51275, 1.02332, 0.93264], [-3.38586, 0.36724, 0.87651], [-5.21676, 0.48319, 0.20551], [-5.44574, -0.46666, -0.94463], [-4.66000, 0.21357, -2.59290], [-5.39371, 1.52692, -0.05381], [-5.84545, 0.21308, 1.05666], [-6.51248, -0.56018, -1.15654], [-5.02478, -1.45830, -0.77634]], "atomic_forces_ev_per_a": [[-0.61, -0.62, 0.45], [-0.32, 1.50, 0.02], [1.19, -1.19, -0.22], [-2.18, 2.85, -2.14], [3.16, -3.71, 2.85], [-0.61, -2.33, 0.64], [0.56, 0.50, -0.51], [6.17, 0.25, 0.18], [4.39, 2.54, -1.86], [-2.06, -0.57, 0.32], [-0.53, 0.44, -0.88], [-2.15, -0.99, -3.64], [2.00, 1.12, 4.89], [-7.03, -2.54, 1.83], [-0.16, 1.55, 0.55], [1.00, 0.33, -2.14], [1.26, -0.89, 0.74], [-1.19, -1.07, 0.52], [0.88, 0.88, 1.20], [-1.17, 1.36, -0.73], [-1.67, -0.40, 0.58], [0.69, -0.91, -1.31], [1.02, 0.14, -0.10], [0.31, 1.78, -1.04], [-0.77, -0.87, -1.16], [0.49, 1.63, -0.27], [-1.34, -0.47, 0.56], [-0.75, -0.53, 0.24], [-0.42, 0.30, 0.37], [-0.37, -0.14, 0.18], [-0.01, 0.08, -0.26], [-0.10, -0.08, 0.07], [0.12, -0.18, -0.03], [0.12, 0.00, -0.11], [0.11, 0.06, 0.13], [-0.07, 0.19, 0.06]]}


{"formula": "C2HBr5S", "method": "the ωB97M-V functional and the def2-TZVPD basis", "max_force_ev_per_a": 1.77, "total_energy_ev": -363133.795, "e_above_lowest_kcal_mol": 68.2, "spin_multiplicity": 1, "e_homo_ev": [-8.1, -7.7], "species": ["C", "C", "S", "Br", "Br", "Br", "Br", "Br", "H"], "positions_angstrom": [[0.30072, -0.47265, 0.11421], [0.41941, 0.84557, 0.37955], [-0.75469, -1.23859, -1.03544], [-1.37923, -0.21888, 2.99651], [1.44551, -1.72388, 0.93289], [1.68068, 1.49390, 1.58143], [-0.66230, 2.14478, -0.43015], [0.52924, -0.62780, -3.26860], [-1.57933, -0.20245, -1.27039]], "atomic_forces_ev_per_a": [[-0.26, -1.40, -0.37], [-0.40, 0.93, 0.49], [1.44, 1.03, -0.13], [0.05, -0.01, -0.56], [-0.21, 0.00, -0.27], [-0.08, 0.06, -0.31], [0.22, -0.39, 0.08], [-0.74, -0.36, 1.04], [-0.02, 0.13, 0.03]]}